# 1
Formula: C12H6BBrCl5F2NPd
Source: the Open Molecules 2025 dataset
Level of theory: ωB97M-V with the def2-TZVPD basis set

Geometry (Å):
1 Pd 1.56 0.34 0.27
2 C -4.06 1.04 2.47
3 C -2.99 1.29 1.46
4 C -3.20 2.12 0.35
5 C -2.17 2.38 -0.56
6 C -0.98 1.77 -0.27
7 Br 0.59 2.02 -1.37
8 N -0.72 0.97 0.73
9 C -1.72 0.74 1.60
10 H -5.05 1.19 2.05
11 H -3.95 1.73 3.31
12 H -4.00 0.03 2.86
13 H -4.17 2.56 0.19
14 H -2.32 3.03 -1.41
15 H -1.49 0.08 2.43
16 Cl 3.04 0.49 -3.02
17 C 2.55 -0.94 -2.24
18 C 2.03 -1.01 -0.96
19 C 1.78 -2.15 -0.26
20 Cl 1.37 -1.88 1.42
21 C 1.94 -3.38 -0.85
22 Cl 1.60 -4.79 0.05
23 C 2.41 -3.40 -2.17
24 Cl 2.63 -4.88 -2.94
25 C 2.71 -2.20 -2.85
26 Cl 3.31 -2.26 -4.44
27 F 4.17 1.47 0.90
28 B 2.94 1.51 1.20
29 F 2.17 2.12 2.03

- Max |F|: 2.1 eV Å⁻¹
- ΔE to the lowest compared entry with this formula, charge and spin: 0.0000 eV
- Spin multiplicity: 1
- Net charge: +2
- Calculated total energy: -5742.45957 Eh



# 2
Formula: C12H6Cl3FIrN19
Source: the Open Molecules 2025 dataset
Level of theory: ωB97M-V with the def2-TZVPD basis set

Geometry (Å):
1 Ir 0.14 -0.01 0.01
2 N -0.11 1.17 3.14
3 C 1.19 1.09 2.64
4 N 2.26 1.42 3.31
5 N 3.28 1.22 2.44
6 N 2.83 0.78 1.31
7 N 1.49 0.68 1.41
8 C -1.10 1.61 2.27
9 N -2.06 2.47 2.56
10 N -2.72 2.64 1.40
11 N -2.19 1.92 0.46
12 N -1.17 1.23 0.99
13 H -0.15 1.62 4.03
14 N 0.32 -1.07 -3.17
15 C 1.37 -1.49 -2.34
16 N 2.39 -2.21 -2.76
17 N 3.15 -2.36 -1.65
18 N 2.61 -1.77 -0.64
19 N 1.46 -1.18 -1.05
20 C -0.96 -1.00 -2.65
21 N -2.06 -1.24 -3.34
22 N -3.06 -1.03 -2.45
23 N -2.58 -0.68 -1.30
24 N -1.24 -0.65 -1.40
25 H 0.35 -1.51 -4.08
26 Cl -1.79 4.60 -1.62
27 C -1.33 3.26 -2.67
28 Cl -0.54 3.90 -4.15
29 Cl -2.72 2.27 -3.10
30 C -0.37 2.41 -1.98
31 N 0.31 1.72 -1.37
32 F -1.26 -4.55 3.94
33 C -0.95 -3.55 3.05
34 C -1.97 -2.84 2.46
35 C -1.65 -1.83 1.57
36 C -0.32 -1.52 1.26
37 C 0.68 -2.27 1.88
38 C 0.38 -3.29 2.78
39 H -3.00 -3.07 2.70
40 H -2.45 -1.27 1.09
41 H 1.72 -2.07 1.65
42 H 1.15 -3.87 3.26

- Max |F|: 0.3 eV Å⁻¹
- ΔE to the lowest compared entry with this formula, charge and spin: 0.0000 eV
- Spin multiplicity: 1
- Net charge: -2
- Calculated total energy: -3086.13145 Eh



# 3
Formula: C12H6N4S4SbSeSm
Source: the Open Molecules 2025 dataset
Level of theory: ωB97M-V with the def2-TZVPD basis set

Geometry (Å):
1 Sm -0.71 -2.42 1.21
2 S -5.03 -3.63 2.29
3 Sb -3.14 -3.00 3.34
4 S -2.40 -0.86 2.28
5 S -1.30 -4.53 2.58
6 S -2.95 -2.77 5.57
7 Se 1.97 4.13 -2.71
8 N 0.84 2.84 -3.15
9 C 0.81 2.01 -2.14
10 C -0.02 0.81 -2.11
11 C -0.88 0.49 -3.16
12 C -1.65 -0.64 -3.08
13 C -1.54 -1.42 -1.94
14 N -0.72 -1.14 -0.94
15 C 0.03 -0.02 -1.00
16 C 0.92 0.31 0.15
17 N 0.95 -0.53 1.20
18 C 1.69 -0.23 2.26
19 C 2.49 0.90 2.33
20 C 2.49 1.75 1.25
21 C 1.70 1.46 0.14
22 C 1.66 2.33 -1.03
23 N 2.37 3.42 -1.14
24 H -0.91 1.15 -4.02
25 H -2.33 -0.92 -3.87
26 H -2.15 -2.32 -1.83
27 H 1.65 -0.92 3.09
28 H 3.08 1.10 3.21
29 H 3.09 2.65 1.24

- Max |F|: 1.1 eV Å⁻¹
- ΔE to the lowest compared entry with this formula, charge and spin: 0.0000 eV
- Spin multiplicity: 6
- Net charge: 0
- Calculated total energy: -5572.39343 Eh